No. 1
# C4H11NO2

3 unconnected molecules or ions with the total composition C4H11NO2 (ωB97M-V/def2-TZVPD, the Open Molecules 2025 dataset).

Structure (SMILES) ... C=C/C=C/N.O.O
LUMO energy ... 0.51 eV

Element x y z (Å)
O  -3.84551  -2.97460  -0.92643
O  -1.68086  0.36538  1.67306
N  1.69940  -1.41551  -0.86858
C  1.36176  0.99713  -0.90413
C  1.16723  2.19304  -0.01451
C  1.17051  -0.21498  -0.41787
C  1.83486  2.30405  1.20478
H  1.59891  3.16730  1.85102
H  0.64749  3.05022  -0.38853
H  -4.07699  -3.01494  0.02474
H  1.91375  -1.62525  -1.90221
H  -0.90331  0.06745  2.14468
H  -1.72579  -0.17606  0.90880
H  1.44583  -2.33434  -0.27727
H  0.45693  -0.56348  0.24020
H  2.48685  1.41014  1.56476
H  1.46039  1.35211  -1.89152
H  -4.19505  -2.22630  -1.37730

Forces on atoms 1 to 2 (eV/Å):
0.7634 -1.5282 1.0651
-0.2094 0.7236 1.0089

Now the Mulliken charges, all in e: O -0.647; O -0.619; N -0.514; C -0.439; C -0.163; C 0.081; C -0.701; H 0.266; H 0.358; H 0.328; H 0.213; H 0.329; H 0.305; H 0.239; H 0.020; H 0.251; H 0.377; H 0.318

***

No. 2
# C31H34LuN8OSe

A molecular structure, C31H34LuN8OSe (ωB97M-V/def2-TZVPD, the Open Molecules 2025 dataset).

LUMO energy ... -1.98 eV
Charge ... +1

Element x y z (Å)
Lu  1.09922  -0.59243  -1.56335
Se  4.06294  -2.87883  -1.48237
O  2.69401  0.27230  -0.44123
N  4.50247  1.32227  -1.30917
N  -0.98647  -3.87754  0.61019
N  4.03883  1.39506  0.98624
N  -1.69909  -5.80967  3.03573
N  0.20982  -2.18028  -0.09894
N  -1.93048  -5.62564  4.25523
N  -2.29743  -4.85100  2.28851
N  1.81296  -1.92706  -3.05321
C  3.96366  1.08405  -2.63603
C  -1.50974  5.16863  -4.74258
C  -0.97728  -2.77313  -0.15741
C  -2.92394  -3.96342  3.12096
C  -0.97264  3.90911  -4.56241
C  -3.44278  1.41833  -0.07039
C  3.73343  0.97691  -0.25318
C  -2.12751  -2.27806  -0.95392
C  0.97860  -2.94076  0.75549
C  -2.91974  1.34050  1.21161
C  -0.23900  2.02508  -3.17727
C  -1.29835  4.09479  -2.19537
C  -2.08301  -4.78335  0.88157
C  -3.63459  -2.78664  2.93155
C  -1.54926  1.21025  1.38104
C  -1.22731  1.25764  -1.02844
C  3.28668  0.87940  2.11301
C  -3.92616  -2.72263  5.34668
C  -0.86961  3.34394  -3.28899
C  4.82820  2.57077  1.29238
C  2.73255  -2.34191  -2.42790
C  -2.69297  -4.50366  4.41046
C  0.24567  -3.99366  1.19781
C  -0.71576  1.15548  0.27844
C  -2.61529  1.37378  -1.17774
C  -0.30856  1.10769  -2.18733
C  -4.12225  -2.17951  4.06895
C  -1.93653  5.89820  -3.64526
C  5.94147  1.50897  -1.25596
C  -1.82408  5.35954  -2.37415
C  -3.21244  -3.88237  5.54484
H  -3.57457  1.39291  2.06776
H  2.56816  1.62001  2.47140
H  -4.34066  -2.20860  6.20040
H  -1.12753  1.14283  2.37317
H  5.06671  3.12916  0.39285
H  6.21074  2.54698  -1.45729
H  -0.62790  3.34379  -5.41692
H  -1.78819  -1.47918  -1.62196
H  -1.58649  5.58775  -5.73509
H  -3.04121  1.44372  -2.16855
H  -1.19955  3.69143  -1.19989
H  -4.68381  -1.26167  3.97680
H  1.99673  -2.67623  0.98817
H  0.47064  -4.79317  1.87211
H  6.33543  1.21182  -0.28870
H  -2.34705  6.88590  -3.77867
H  0.37989  1.79314  -4.04802
H  4.07180  0.03375  -2.94155
H  -3.06239  -4.30421  6.52462
H  5.74707  2.29264  1.81379
H  -2.90487  -1.87051  -0.30635
H  2.90041  1.37403  -2.66192
H  -2.55101  -3.07928  -1.55435
H  -2.14068  5.93680  -1.51763
H  3.97830  0.63469  2.91685
H  6.40574  0.88121  -2.01835
H  4.50434  1.71105  -3.34353
H  4.24623  3.21896  1.94985
H  -2.97889  -4.43124  0.36293
H  -3.80125  -2.36302  1.95156
H  2.75313  -0.02054  1.81419
H  -4.50973  1.51971  -0.21079
H  0.37071  1.10729  0.42883
H  -1.82851  -5.79304  0.53619

Forces on atoms 1 to 2 (eV/Å):
-0.7460 0.7487 1.2509
0.8807 -0.3493 0.6317

Now the Mulliken charges, all in e: Lu 1.055; Se -0.138; O -0.327; N 0.213; N 0.182; N 0.083; N -0.609; N -0.020; N -0.506; N 0.710; N -0.686; C -0.947; C -0.615; C 1.011; C 1.266; C -0.500; C -0.802; C 0.469; C -1.207; C -0.719; C -0.612; C -0.353; C -0.088; C -1.315; C -0.464; C -0.734; C 0.359; C -0.968; C -0.540; C 0.688; C -1.168; C 0.282; C 0.114; C -0.681; C 0.140; C 0.190; C -1.041; C -0.609; C -0.412; C -1.260; C -0.817; C -0.751; H 0.459; H 0.385; H 0.385; H 0.461; H 0.413; H 0.350; H 0.386; H 0.169; H 0.392; H 0.467; H 0.484; H 0.415; H 0.530; H 0.530; H 0.400; H 0.395; H 0.336; H 0.272; H 0.443; H 0.325; H 0.086; H 0.190; H 0.526; H 0.409; H 0.427; H 0.437; H 0.460; H 0.390; H 0.656; H 0.336; H 0.112; H 0.450; H 0.443; H 0.208

***

No. 3
# C16H34P2Pd

A molecular structure, C16H34P2Pd (ωB97M-V/def2-TZVPD, the Open Molecules 2025 dataset).

Multiplicity ... 3
LUMO energy (spin up / spin down) ... 0.79 / -1.95 eV

Element x y z (Å)
Pd  0.03145  -0.05022  3.36956
P  0.16945  1.60256  -2.05656
P  -0.01158  -1.51076  -2.20128
C  -1.46742  0.61525  0.81978
C  0.56455  -1.49294  1.78669
C  0.38107  0.79557  -3.74450
C  -0.31229  -0.56544  -3.79057
C  0.69325  1.50358  1.90797
C  1.65186  -2.15318  -2.65577
C  -0.70299  1.39470  1.85141
C  -1.49106  2.32741  -2.42284
C  1.65126  0.75445  1.04471
C  -0.81993  -1.59882  1.95498
C  1.19036  3.08215  -2.43584
C  -1.84586  -0.85024  1.17860
C  1.22180  -0.69623  0.70536
C  0.18519  -1.37859  4.88662
C  -0.10583  1.11299  5.00484
C  -1.02747  -2.98248  -2.58533
H  -0.88447  -3.71087  -1.77710
H  0.55013  -0.65180  -0.16466
H  -0.05841  1.47630  -4.49037
H  -2.08190  -2.67742  -2.62464
H  0.81353  3.57119  -3.34557
H  2.12247  -1.23135  0.37130
H  -2.11683  -1.37960  0.25100
H  1.18757  -2.22068  2.31458
H  -0.71686  -3.41294  -3.54804
H  1.60772  -2.59299  -3.66308
H  1.83332  1.29699  0.10337
H  -1.28665  2.12133  2.43171
H  -2.40959  1.15101  0.62216
H  2.61404  0.69996  1.57676
H  -1.46079  2.81924  -3.40728
H  2.23121  2.76297  -2.58023
H  -0.73916  -1.30351  5.46668
H  0.82145  0.98385  5.57324
H  -2.76330  -0.79849  1.78775
H  -1.20645  -2.40299  2.58513
H  0.30632  -2.38264  4.45722
H  -0.91836  0.62447  -0.13370
H  -0.22456  2.15091  4.67309
H  0.08770  -1.17303  -4.61735
H  -2.25763  1.54228  -2.42134
H  1.93950  -2.91996  -1.92705
H  1.13054  3.76858  -1.58233
H  -0.97363  0.77858  5.58249
H  -1.73041  3.06482  -1.64740
H  1.46912  0.71269  -3.92619
H  1.05828  -1.08319  5.47905
H  1.11777  2.31723  2.50349
H  2.39028  -1.34240  -2.63360
H  -1.40772  -0.46827  -3.90688

Forces on atoms 1 to 2 (eV/Å):
-0.2564 -0.3393 0.5602
0.1477 0.2595 -1.2594

Now the Mulliken charges, all in e: Pd 0.244; P 1.173; P 1.330; C 0.702; C -0.587; C -1.238; C -1.234; C -0.355; C -1.540; C -0.547; C -1.548; C -0.848; C -0.497; C -1.402; C -0.792; C 1.094; C -1.172; C -1.121; C -1.423; H 0.392; H -1.913; H 0.503; H 0.369; H 0.432; H 0.701; H 0.254; H 0.403; H 0.431; H 0.459; H 0.143; H 0.403; H 0.631; H 0.488; H 0.481; H 0.381; H 0.317; H 0.321; H 0.475; H 0.511; H 0.382; H -1.532; H 0.355; H 0.526; H 0.350; H 0.377; H 0.381; H 0.323; H 0.380; H 0.420; H 0.314; H 0.571; H 0.333; H 0.401

***

No. 4
# C5H9P

A single C5H9P molecule (ωB97M-V/def2-TZVPD, the Open Molecules 2025 dataset).

Structure (SMILES) ... [H]/P=C/C(=C)CC
LUMO energy ... 0.12 eV

Element x y z (Å)
P  0.64354  -2.08284  0.70436
C  0.33473  -0.25055  -1.78543
C  -0.04926  1.86531  0.99449
C  -0.65879  0.19619  -0.71126
C  -0.05561  0.65470  0.50839
C  0.40284  -0.68464  1.53779
H  0.92243  0.50062  -2.30345
H  -0.27222  -0.75779  -2.46612
H  -0.05501  2.22009  2.00126
H  -1.38796  0.88466  -1.26619
H  0.57355  -2.99812  1.86782
H  -1.35067  -0.66363  -0.55732
H  0.33506  -0.57571  2.60040
H  -0.43162  2.73376  0.35701
H  1.04898  -1.04204  -1.48175

Forces on atoms 1 to 2 (eV/Å):
-0.1329 -1.5858 1.3554
1.0456 -0.7197 0.5165

Now the Mulliken charges, all in e: P -0.121; C -1.023; C -0.742; C -0.842; C 0.563; C -0.368; H 0.320; H 0.333; H 0.314; H 0.320; H 0.015; H 0.379; H 0.354; H 0.225; H 0.275

***

Here are the calculated F_max numbers, same order: 0.078 0.032 0.025 0.104 (hartree/bohr).
Here are the calculated energy numbers, same order: -364.126471 -5351.815735 -1440.384576 -537.136364 (a.u.).